C2H3AlO2P | ωB97M-V/def2-TZVPD

Structure (XYZ):
```
9
Properties=species:S:1:pos:R:3
P -1.589 0.145 -0.421
Al 0.814 1.999 1.693
O -0.117 0.741 -1.289
O 0.581 0.477 1.613
C 0.126 -0.316 0.684
C 0.582 -0.182 -0.718
H 1.523 -0.520 -1.169
H -1.934 -0.940 -1.269
H 0.014 -1.404 0.877
```

The value obtained for the frontier orbital gap (spin up / spin down) is 8.9 / 5.7 eV. For the energy relative to the best compared isomer or geometry (same formula, charge and spin), the calculation gives 3.93 kcal per mole. Its total energy is -810.70578 Eh. The LUMO energy (spin up / spin down) is -17.42 / -19.20 eV. Its total charge is +3.


C32H34IN11O10P2SW | ωB97M-V/def2-TZVPD

Structure (XYZ):
```
92
Properties=species:S:1:pos:R:3
W 0.107 0.048 0.766
I -1.664 2.090 -1.705
S -2.491 1.647 2.785
P -1.998 -2.543 -1.859
P -3.284 -0.525 0.082
O -3.910 0.797 -0.133
O -0.944 -1.676 -2.424
O -1.776 -0.478 0.444
O -3.884 -1.325 1.319
O -1.513 -3.418 -0.624
O 5.149 0.178 -1.260
O -4.472 -2.730 -0.908
O -2.603 -3.611 -2.872
O -0.242 1.575 1.427
O 0.712 -1.900 0.461
N 2.050 0.199 1.698
N -1.522 -1.979 4.168
N 3.622 -3.960 0.258
N -0.424 -0.876 2.683
N 1.781 -1.280 3.580
N 4.084 0.757 2.044
N -0.233 -2.072 4.518
N -1.658 -1.295 3.093
N 3.093 0.951 1.257
N 1.342 0.550 -0.945
N 3.761 -0.096 3.037
C 2.701 2.419 -1.670
C 1.919 -2.305 0.083
C 1.822 4.371 -2.741
C -2.572 3.296 2.090
C 4.415 -3.174 -0.483
C -3.941 3.820 2.435
C 5.025 -1.136 -1.780
C 2.711 -1.525 -0.754
C 1.553 3.480 4.481
C -6.483 4.734 3.067
C -3.557 -1.726 -1.321
C -4.097 4.878 3.324
C -1.036 4.052 5.302
C -1.856 1.836 4.472
C -5.060 3.213 1.865
C 0.414 -1.392 3.585
C 0.541 2.555 4.280
C 1.530 -4.410 1.407
C 2.273 -0.266 -1.334
C 2.904 3.649 -2.264
C 4.024 -1.971 -1.024
C -4.181 -1.022 -2.521
C 2.404 -3.548 0.547
C -0.761 2.840 4.679
C 1.270 4.695 5.091
C -5.367 5.339 3.632
C -0.023 4.978 5.507
C 0.334 2.623 -1.979
C 1.422 1.862 -1.556
C 2.507 -0.416 2.794
C -6.328 3.673 2.185
C 0.546 3.859 -2.582
H -4.330 -2.908 0.032
H -5.488 6.174 4.310
H -0.242 5.917 5.998
H 5.988 -1.655 -1.770
H -4.476 -1.772 -3.252
H -2.446 3.130 1.019
H -7.473 5.093 3.313
H -5.056 -0.462 -2.196
H -1.926 -4.140 -3.311
H 2.060 5.417 5.250
H -3.201 -1.377 2.036
H -0.699 -3.019 -0.241
H 2.854 0.058 -2.190
H -1.553 0.819 4.729
H 1.960 5.335 -3.212
H -4.926 2.387 1.172
H 2.036 -5.355 1.588
H -3.473 -0.334 -2.983
H -2.745 2.067 5.067
H 1.323 -3.927 2.364
H 0.764 1.613 3.804
H -0.308 4.426 -2.924
H 3.909 4.043 -2.333
H -1.746 3.890 2.477
H 0.567 -4.603 0.931
H -2.044 4.268 5.637
H 5.250 0.141 -0.299
H 4.736 -1.017 -2.827
H -3.223 5.351 3.755
H 2.261 -1.658 4.381
H -7.196 3.204 1.742
H 3.540 1.884 -1.249
H 5.426 -3.532 -0.640
H 2.560 3.245 4.163
```

The value obtained for the frontier orbital gap (spin up / spin down) is 7.6 / 5.3 eV. For the energy relative to the best compared isomer or geometry (same formula, charge and spin), the calculation gives 4.67 kcal per mole. As for the expectation value of S²: 2.01. Its total energy is -4040.49355 Eh. Its multiplicity is 3. The LUMO energy (spin up / spin down) is -0.90 / -3.60 eV. Its total charge is 0.


- The lowest energy relative to the best compared isomer or geometry (same formula, charge and spin) belongs to which entry?
  C2H3AlO2P


- Which of these has the lowest total charge?
  C32H34IN11O10P2SW


- Number 2 is which compound?
  C32H34IN11O10P2SW